This record from OMol25 describes an isolated ion of composition C7H10N and charge +1. The level of theory is the ωB97M-V functional and the def2-TZVPD basis.

Element x y z (Å)
C (-1.955, 0.750, -2.386)
C (-0.825, 0.016, 1.315)
C (-2.199, 0.175, -0.964)
C (0.123, -0.616, 0.335)
C (-1.141, -0.134, -0.145)
C (2.456, -0.435, 0.841)
C (1.480, 0.100, 0.029)
N (-2.371, -0.400, -2.470)
H (-1.807, 1.670, -2.890)
H (-1.279, -0.589, 1.966)
H (-0.717, 1.071, 1.674)
H (-3.246, 0.504, -0.472)
H (0.351, -1.720, 0.401)
H (2.726, -1.337, 0.391)
H (2.113, -0.631, 1.944)
H (3.323, 0.259, 1.007)
H (1.716, 0.159, -1.011)
H (1.254, 1.160, 0.436)

Calculated values
F_max = 7.10 eV Å⁻¹
HOMO = -15.2 eV
energy above the lowest of the compared OMol25 structures with the same formula, charge and spin = 120.2 kcal/mol
net charge = +1
frontier orbital gap = 0.3347 Ha
E = -327.00949 hartree